73
Properties=species:S:1:pos:R:3:forces:R:3 method="wB97M-V/def2-TZVPD" e_homo_ev=-8.9 relative_energy_kcal_mol=40.2 smiles=COC[C@H](C)N.COC[C@H](C)N.COC[C@H](C)N.OCCO.CO.CO largest_force_ev_per_a=3.663
C -17.645 -8.651 9.883 -0.2 1.0 0.1
C -17.724 -8.068 8.464 2.3 -2.7 1.0
C -16.910 -9.014 7.559 -0.8 -0.5 -0.5
O -15.601 -9.066 7.970 1.1 0.3 0.2
C -14.938 -10.215 7.511 -1.6 -1.0 0.0
N -19.028 -8.053 8.026 -3.0 0.5 -1.8
H -16.611 -8.856 10.125 0.1 -0.6 0.1
H -18.354 -9.486 9.971 0.6 -0.1 0.1
H -17.945 -7.880 10.598 -0.2 0.0 0.1
H -17.271 -7.105 8.492 0.5 1.0 -0.3
H -16.937 -8.699 6.500 -0.3 0.1 0.1
H -17.293 -10.081 7.593 -0.3 1.0 0.1
H -15.499 -11.126 7.925 1.0 0.9 -0.4
H -13.957 -10.107 7.898 1.1 -0.4 0.2
H -14.926 -10.327 6.403 0.0 0.3 0.5
H -19.268 -8.719 7.301 0.4 0.1 -0.2
H -19.676 -8.263 8.746 -0.6 0.1 0.8
C -9.859 -2.093 9.753 -1.3 -0.2 0.4
C -10.880 -3.095 9.267 -0.1 -0.8 0.2
C -11.021 -4.217 10.311 0.4 -1.0 -0.7
O -9.970 -5.133 9.920 -0.2 -0.2 0.9
C -9.701 -6.136 10.914 -1.4 0.2 -1.1
N -12.128 -2.401 9.052 -1.0 0.3 0.0
H -8.885 -2.513 9.785 1.0 0.0 -0.4
H -10.166 -1.986 10.797 0.3 0.7 0.1
H -10.005 -1.153 9.228 0.6 0.0 -0.1
H -10.618 -3.667 8.327 -0.1 0.9 0.8
H -12.075 -4.626 10.202 1.2 -0.1 0.3
H -10.842 -3.965 11.381 -0.3 0.3 -0.6
H -9.397 -5.719 11.858 -0.2 0.4 0.7
H -8.890 -6.757 10.608 0.6 -0.3 -0.7
H -10.603 -6.761 10.960 0.3 -0.1 0.6
H -12.385 -1.755 9.804 0.6 -0.2 -0.2
H -12.870 -3.088 9.096 -0.3 0.0 -0.3
C -12.649 -11.877 11.429 -1.1 2.2 -0.6
C -14.140 -11.386 11.262 1.9 1.2 -1.3
C -15.156 -12.228 11.955 -0.6 -1.0 -0.9
O -16.474 -11.749 11.563 1.1 -0.5 0.9
C -17.429 -12.122 12.539 -1.0 0.5 -1.2
N -14.262 -9.988 11.734 -0.4 -0.1 -1.2
H -12.432 -11.748 12.491 0.5 -0.4 -0.1
H -11.973 -11.216 10.794 -0.9 -0.7 1.0
H -12.554 -12.874 11.063 0.2 -0.9 0.1
H -14.295 -11.299 10.138 -0.3 -0.5 1.3
H -15.033 -12.212 13.051 0.0 0.2 -0.2
H -14.992 -13.276 11.623 -0.5 0.3 0.2
H -17.254 -11.669 13.501 0.1 0.4 0.4
H -17.466 -13.182 12.659 0.1 -1.0 0.2
H -18.426 -11.839 12.148 0.5 0.1 0.3
H -15.256 -9.807 11.613 0.1 0.4 0.1
H -14.097 -9.933 12.715 0.3 -0.1 1.0
C -14.637 -7.070 15.154 -2.0 -0.8 -0.6
C -13.511 -7.819 14.586 2.0 -0.4 0.2
O -13.503 -9.166 15.129 0.1 0.6 -0.2
O -14.773 -5.769 14.554 0.9 -1.2 0.0
H -14.501 -7.026 16.220 0.0 0.3 0.6
H -15.564 -7.671 14.953 0.5 0.5 0.2
H -12.599 -7.281 14.931 -0.2 -0.4 -0.6
H -13.560 -7.861 13.499 0.1 0.1 -0.1
H -12.580 -9.461 15.164 -0.4 0.1 0.0
H -15.407 -5.408 15.143 -1.0 1.3 0.5
C -12.478 -7.699 9.061 1.1 0.6 0.2
O -12.110 -8.658 10.066 0.7 0.9 -1.4
H -11.744 -7.719 8.263 0.6 0.0 0.2
H -13.372 -7.926 8.521 -1.1 -0.2 0.2
H -12.503 -6.652 9.459 -0.1 -0.9 -0.3
H -12.893 -8.839 10.558 -1.3 -0.6 1.0
C -14.510 -6.239 11.326 -0.2 -1.0 0.8
O -14.633 -4.888 11.617 0.1 1.4 -1.0
H -13.432 -6.502 11.299 -0.6 -0.3 0.2
H -15.081 -6.784 12.123 0.7 -0.2 -0.8
H -14.956 -6.478 10.356 0.1 0.1 0.0
H -14.938 -4.783 12.505 -0.1 0.0 0.8

=====

90
Properties=species:S:1:pos:R:3:forces:R:3 method="wB97M-V/def2-TZVPD" e_homo_ev=-14.6 charge=+2 largest_force_ev_per_a=2.548
Ba 30.902 34.884 -29.941 0.7 -2.3 0.8
N 33.390 36.164 -26.351 -0.7 1.2 -0.6
H 33.412 36.283 -25.315 0.4 -0.7 0.2
H 32.710 36.863 -26.657 -0.1 -0.1 0.1
H 33.013 35.232 -26.747 0.3 -0.1 0.3
H 34.251 36.500 -26.777 0.4 -0.5 0.4
N 28.934 36.330 -26.168 0.7 -0.9 0.3
H 29.581 35.441 -26.063 0.3 0.2 0.2
H 29.209 36.936 -25.399 -0.4 0.1 0.0
H 27.961 35.976 -26.136 -0.1 0.4 -0.3
H 29.161 36.779 -27.053 -0.5 0.0 0.3
C 31.038 34.006 -26.932 -0.3 2.2 -1.1
O 30.894 34.639 -25.834 -0.1 -0.5 0.2
O 30.037 33.597 -27.617 0.0 0.1 -0.5
O 32.204 34.087 -27.549 0.1 0.0 -0.3
O 34.983 33.064 -22.991 -0.2 0.0 0.5
S 35.187 33.198 -24.385 0.2 -0.4 -0.9
O 35.196 34.493 -25.007 0.0 0.2 -0.1
O 36.517 32.433 -24.789 -0.2 0.3 0.3
C 37.585 33.171 -25.417 0.8 0.5 -0.3
C 38.872 32.384 -25.283 0.1 -0.7 -0.6
C 34.036 32.204 -25.281 0.2 0.4 -0.6
H 37.712 34.168 -24.995 -0.3 -0.1 0.4
H 37.350 33.326 -26.473 -0.2 -0.1 0.0
H 38.937 31.790 -24.374 -0.1 0.3 0.2
H 39.747 33.026 -25.361 -0.1 0.2 0.1
H 38.952 31.666 -26.105 0.0 0.0 0.1
H 33.034 32.597 -25.115 -0.1 -0.3 0.4
H 34.202 31.154 -25.067 -0.3 0.0 0.3
H 34.258 32.393 -26.333 0.1 -0.1 0.0
O 32.309 37.436 -21.708 -0.2 0.3 0.0
S 32.901 36.316 -22.354 -0.1 -0.6 0.0
O 33.574 36.489 -23.614 0.0 0.4 -0.3
O 33.923 35.604 -21.432 0.4 0.3 0.2
C 33.758 35.708 -19.973 -0.5 -0.3 0.1
C 34.116 34.376 -19.370 0.8 0.4 0.2
C 31.715 35.037 -22.589 0.2 0.0 0.0
H 32.719 35.969 -19.766 0.0 0.0 0.0
H 34.379 36.522 -19.613 0.1 0.0 -0.2
H 33.447 33.575 -19.668 -0.1 0.0 0.1
H 34.144 34.508 -18.286 -0.3 -0.2 0.0
H 35.143 34.114 -19.635 -0.1 -0.1 -0.2
H 32.221 34.219 -23.094 0.0 0.0 0.0
H 30.922 35.419 -23.224 -0.2 0.0 0.1
H 31.375 34.711 -21.609 -0.2 0.1 0.0
O 26.719 35.142 -27.082 0.0 0.1 0.0
S 25.956 33.905 -27.098 -0.6 -0.2 -1.3
O 25.684 33.215 -25.898 0.3 -0.1 0.8
O 24.581 34.168 -27.832 0.4 0.2 0.0
C 24.090 35.529 -27.955 -0.4 0.5 -0.1
C 23.692 36.145 -26.644 -0.2 0.6 0.7
C 26.731 32.793 -28.247 -0.9 0.1 0.4
H 23.221 35.452 -28.603 0.1 -0.2 -0.1
H 24.818 36.164 -28.462 0.2 -0.3 0.0
H 22.745 35.781 -26.248 0.1 -0.3 -0.1
H 23.563 37.224 -26.769 0.0 -0.1 -0.2
H 24.444 36.047 -25.860 0.1 -0.2 -0.1
H 26.475 33.040 -29.273 0.3 0.4 0.0
H 26.256 31.834 -28.044 0.4 -0.2 0.1
H 27.779 32.863 -27.986 0.3 -0.4 -0.2
O 33.076 30.543 -29.778 1.0 0.2 0.0
S 31.713 30.888 -29.617 -0.9 -0.8 -0.1
O 31.222 32.107 -30.198 -0.2 1.3 0.0
O 30.798 29.808 -30.267 0.0 -0.1 -0.1
C 31.207 28.405 -30.190 0.1 -0.4 -0.5
C 30.546 27.691 -31.350 -0.3 0.1 -0.1
C 31.269 30.773 -27.934 -0.6 0.3 -0.1
H 30.896 28.006 -29.225 -0.1 0.1 0.0
H 32.289 28.354 -30.289 0.0 0.1 0.2
H 31.074 27.849 -32.288 0.1 0.1 0.1
H 29.530 28.067 -31.483 0.0 -0.1 0.1
H 30.489 26.618 -31.173 0.1 0.0 0.1
H 31.416 29.742 -27.629 0.3 0.0 0.2
H 30.210 31.021 -27.885 0.0 0.1 0.1
H 31.838 31.518 -27.387 0.2 -0.2 0.2
O 33.254 34.258 -31.043 -0.8 0.4 0.5
S 34.577 33.656 -30.983 0.9 0.2 0.4
O 34.883 32.585 -31.835 -0.1 -0.6 -0.6
O 35.607 34.792 -31.313 -0.2 0.1 0.1
C 35.435 36.099 -30.728 0.1 0.6 0.1
C 36.409 37.022 -31.432 0.3 -0.8 -0.2
C 34.970 33.219 -29.314 -0.8 0.2 -0.5
H 35.621 36.038 -29.651 0.1 0.0 -0.1
H 34.416 36.460 -30.891 0.0 -0.2 -0.1
H 36.235 36.919 -32.503 -0.1 0.4 0.0
H 37.432 36.674 -31.285 0.0 0.1 0.2
H 36.312 38.050 -31.099 -0.1 0.1 0.0
H 36.002 32.886 -29.313 0.1 0.0 0.1
H 34.273 32.411 -29.092 0.2 -0.1 0.1
H 34.751 34.073 -28.680 0.2 0.0 0.2

=====

79
Properties=species:S:1:pos:R:3:forces:R:3 method="wB97M-V/def2-TZVPD" s_squared=0.763 e_homo_ev="-5.4 / -5.4" charge=-1 spin_multiplicity=2 largest_force_ev_per_a=4.869
O 0.630 0.239 0.915 -1.4 1.0 -3.0
H 0.860 -0.638 1.231 0.6 -4.6 1.1
H -0.190 0.425 1.379 -1.7 0.4 0.1
H 1.299 0.819 1.285 1.6 1.9 0.8
O 0.907 -2.065 1.700 0.1 -0.1 -1.1
H 1.468 -2.440 0.994 -0.7 0.0 0.5
S 1.524 2.623 2.966 0.5 -1.5 -2.0
O 2.101 1.774 1.900 1.2 1.5 0.3
O 2.489 2.735 4.063 0.3 0.8 0.7
O 1.172 3.961 2.481 0.3 0.3 0.5
O 0.339 1.950 3.419 -1.6 -0.2 1.3
C -2.501 2.817 0.893 -0.6 0.0 -0.5
C -3.026 1.477 1.372 0.5 -0.9 -1.6
C -3.645 0.622 0.224 0.1 1.9 0.7
O -4.666 1.472 -0.348 -0.9 -1.7 -1.5
C -5.270 0.958 -1.593 1.1 0.5 0.0
N -1.814 0.726 1.834 -1.9 1.0 0.4
H -3.317 3.472 0.586 0.0 0.0 0.0
H -1.891 2.613 0.013 0.2 0.2 0.0
H -1.907 3.325 1.652 0.1 -0.1 0.0
H -3.844 1.600 2.082 0.3 0.0 0.6
H -4.012 -0.282 0.711 -0.4 -0.2 -0.4
H -2.844 0.376 -0.472 -0.1 0.0 -0.3
H -5.833 1.724 -2.126 0.0 0.5 0.7
H -5.931 0.091 -1.588 0.0 -0.2 1.1
H -4.500 0.695 -2.318 0.5 -0.1 0.2
H -1.422 1.426 2.447 0.6 -0.4 0.8
H -2.139 -0.051 2.391 0.3 -0.3 0.3
C -1.570 -1.911 -1.963 -2.2 0.2 0.5
C -1.855 -2.483 -0.528 -1.5 2.1 -1.0
C -3.246 -3.114 -0.268 -0.6 0.5 0.1
O -3.389 -3.688 1.055 0.1 0.1 -0.2
C -4.656 -4.298 1.436 1.8 0.1 -0.8
N -0.861 -3.398 -0.400 2.6 -3.9 1.5
H -1.849 -2.638 -2.725 -0.2 -0.2 0.1
H -0.522 -1.701 -2.180 -0.1 0.2 0.7
H -2.222 -1.046 -2.081 0.3 0.4 -0.6
H -1.671 -1.722 0.230 -0.6 0.7 0.0
H -3.414 -3.869 -1.036 -0.2 -0.3 -0.1
H -4.018 -2.346 -0.313 -0.1 0.2 -0.6
H -5.017 -4.932 0.627 -0.1 -0.1 -0.1
H -5.450 -3.613 1.734 0.2 0.4 0.0
H -4.337 -4.919 2.273 -0.5 0.0 0.1
H -1.153 -4.040 0.323 0.1 -0.7 0.2
H -0.139 -2.922 0.122 0.9 0.1 0.1
C 3.629 3.045 -1.900 -0.6 0.6 0.3
C 2.527 3.910 -1.172 0.1 -0.5 -1.3
C 1.121 3.184 -1.209 1.5 0.2 -1.5
O 0.707 2.955 -2.614 1.4 1.7 2.5
C -0.527 2.361 -2.670 0.1 -2.1 -1.3
N 2.990 4.142 0.178 -0.3 -0.5 -0.1
H 3.533 2.920 -2.978 -0.7 -0.2 0.1
H 3.611 2.091 -1.373 0.1 -0.3 -0.3
H 4.651 3.416 -1.819 -0.1 0.5 0.6
H 2.398 4.914 -1.574 0.0 -0.1 -0.7
H 0.399 3.778 -0.648 -0.3 0.1 -0.1
H 1.217 2.201 -0.747 0.0 -0.1 0.2
H -1.413 2.997 -2.675 0.1 0.2 0.1
H -0.615 1.515 -1.989 -0.3 0.2 0.9
H -0.399 1.786 -3.587 -1.1 0.2 -0.7
H 3.025 3.209 0.563 0.4 -0.2 0.7
H 2.207 4.553 0.666 0.1 0.3 0.4
C 4.840 -3.478 1.393 -0.9 0.1 0.4
C 4.408 -2.086 0.950 1.0 1.3 -1.9
C 3.691 -2.012 -0.417 -0.6 -0.1 0.2
O 3.149 -0.680 -0.721 1.0 -1.0 -0.5
C 2.496 -0.708 -1.975 -0.4 0.3 -0.3
N 3.597 -1.348 1.859 -0.1 -0.2 0.9
H 5.302 -3.343 2.372 0.3 -0.1 -0.1
H 5.490 -4.013 0.700 0.2 0.3 0.0
H 3.991 -4.133 1.585 -0.3 0.0 -0.1
H 5.322 -1.503 0.839 0.4 0.0 -0.1
H 2.806 -2.635 -0.291 -0.1 -0.5 -0.5
H 4.312 -2.373 -1.238 0.0 0.0 -0.2
H 1.600 -1.328 -1.979 -0.1 -0.2 0.4
H 3.084 -1.056 -2.824 0.7 -0.3 0.2
H 2.192 0.291 -2.289 0.0 0.3 0.5
H 3.283 -0.550 1.324 0.5 0.8 0.3
H 2.708 -1.827 1.859 -0.6 -0.4 1.2

=====

80
Properties=species:S:1:pos:R:3:forces:R:3 method="wB97M-V/def2-TZVPD" e_homo_ev=-9.3 relative_energy_kcal_mol=218.5 smiles="NC(N)=O.NC(N)=O.NC(N)=O.NC(N)=O.CC(C)O.CC(C)O.CC(C)O.CC(C)O" largest_force_ev_per_a=13.995
C 33.040 -2.432 6.404 -5.2 -4.1 1.6
O 31.896 -3.174 6.823 5.4 3.1 -1.6
N 32.887 -1.423 5.560 -3.8 0.6 -0.6
N 34.282 -2.748 6.669 0.7 -2.3 1.5
H 31.982 -1.099 5.166 1.0 -0.7 1.1
H 33.679 -1.035 5.185 1.8 1.2 -0.8
H 34.490 -3.681 7.314 0.0 3.2 -1.6
H 35.040 -2.327 6.116 -0.1 0.2 0.6
C 34.558 -5.747 7.162 5.5 -6.6 -0.7
O 35.480 -6.662 6.809 -3.9 4.4 1.7
N 34.651 -4.895 8.161 2.8 2.0 6.6
N 33.440 -5.576 6.595 -4.0 -3.7 -5.1
H 35.490 -5.031 8.819 -1.6 0.3 -1.6
H 33.808 -4.565 8.718 1.2 -1.0 -1.2
H 32.801 -4.862 6.827 -1.3 1.4 0.5
H 33.079 -6.376 5.921 0.9 1.6 1.8
C 31.156 -6.991 4.978 -5.2 -7.0 -0.3
O 30.181 -7.823 5.249 3.2 2.6 0.0
N 32.348 -7.444 4.658 4.9 -3.7 -0.2
N 30.938 -5.776 4.720 0.8 5.7 -0.5
H 32.512 -8.490 4.825 -0.5 2.4 -0.3
H 33.080 -7.017 4.038 -1.5 -0.2 0.9
H 29.983 -5.501 4.797 -0.2 0.7 0.2
H 31.739 -5.107 4.566 -1.9 -1.1 0.4
C 35.856 -0.728 4.402 4.1 -4.0 3.6
O 36.430 -1.098 5.613 -2.8 2.0 -5.9
N 36.106 -1.254 3.199 2.4 -1.2 0.6
N 34.829 0.052 4.298 -3.4 4.2 0.6
H 36.881 -1.926 3.078 -1.0 0.8 0.1
H 35.545 -0.951 2.425 0.3 -0.5 -0.4
H 34.593 0.602 5.106 0.1 0.2 0.2
H 34.344 0.379 3.433 1.1 -0.8 1.0
C 36.859 -2.639 -0.790 -0.6 -2.2 0.4
C 35.388 -2.185 -0.528 2.7 -5.6 -8.0
C 34.479 -3.411 -0.745 -1.0 -1.2 -1.4
O 35.189 -1.496 0.489 1.9 3.7 8.3
H 37.132 -3.597 -0.230 -0.8 0.7 -0.9
H 37.592 -2.019 -0.374 0.9 1.7 0.2
H 37.046 -2.805 -1.883 -0.2 0.2 1.1
H 35.169 -1.492 -1.296 -0.2 0.2 -2.4
H 34.471 -4.292 -0.072 0.3 1.1 0.2
H 34.585 -3.950 -1.727 0.7 0.9 0.5
H 33.453 -3.063 -0.882 -0.3 0.1 0.5
H 34.295 -1.414 0.619 -3.4 0.5 0.9
C 31.565 -3.510 2.925 1.5 -0.1 -0.4
C 32.176 -2.366 2.061 -5.9 -5.4 -2.7
C 31.144 -1.448 1.597 -1.2 3.3 -1.6
O 33.091 -1.795 2.667 7.6 5.0 6.4
H 31.898 -3.473 3.985 0.2 0.3 -0.6
H 31.772 -4.513 2.526 -0.2 0.4 0.1
H 30.547 -3.302 2.967 -2.1 -0.3 0.1
H 32.634 -2.773 1.200 0.0 -1.2 -1.6
H 30.670 -0.777 2.373 0.4 -1.0 -0.5
H 30.400 -1.924 0.982 -0.6 -0.3 0.1
H 31.611 -0.715 0.866 -0.3 -0.6 0.8
H 33.019 -1.997 3.627 0.5 0.5 -0.7
C 36.536 -4.481 4.548 -0.1 2.4 2.3
C 35.210 -4.500 3.879 6.0 11.7 -4.8
C 35.280 -4.298 2.366 0.6 -0.8 -1.0
O 34.474 -5.409 4.131 -7.7 -11.1 3.2
H 36.762 -5.448 4.786 0.8 -2.8 0.8
H 36.477 -3.908 5.557 0.3 -0.9 -1.7
H 37.351 -4.110 3.977 0.6 0.7 -0.6
H 34.649 -3.609 4.182 0.5 1.4 0.1
H 35.877 -3.500 1.995 0.5 1.0 0.3
H 34.325 -4.155 1.896 -0.8 0.1 0.3
H 35.708 -5.120 1.784 0.1 -0.5 0.4
H 34.325 -5.383 5.093 -0.3 -0.7 -0.2
C 33.642 -7.160 0.918 -1.3 -0.2 0.2
C 34.450 -7.983 1.895 -4.7 -3.7 -3.3
C 34.980 -9.233 1.274 -0.1 -2.5 0.0
O 35.463 -7.494 2.458 6.4 3.9 3.1
H 32.937 -6.536 1.473 0.1 0.3 0.0
H 32.992 -7.824 0.324 0.4 0.2 0.1
H 34.206 -6.525 0.286 0.8 0.5 -0.8
H 33.703 -8.255 2.602 -1.0 -0.9 1.0
H 35.604 -9.852 1.978 -0.7 0.8 -0.3
H 35.631 -9.021 0.452 0.4 0.4 -0.7
H 34.199 -9.908 0.905 0.0 0.2 0.0
H 35.282 -6.647 2.854 0.0 0.3 0.6